# 1
{"formula": "C45H88AlF3O14S", "method": "ωB97M-V/def2-TZVPD", "species": ["Al", "C", "F", "F", "F", "S", "O", "O", "O", "C", "C", "C", "O", "C", "H", "H", "H", "H", "H", "H", "H", "H", "C", "C", "C", "O", "C", "H", "H", "H", "H", "H", "H", "H", "H", "C", "C", "C", "O", "C", "H", "H", "H", "H", "H", "H", "H", "H", "C", "C", "C", "O", "C", "H", "H", "H", "H", "H", "H", "H", "H", "C", "C", "C", "O", "C", "H", "H", "H", "H", "H", "H", "H", "H", "C", "C", "C", "O", "C", "H", "H", "H", "H", "H", "H", "H", "H", "C", "C", "C", "O", "C", "H", "H", "H", "H", "H", "H", "H", "H", "C", "C", "C", "O", "C", "H", "H", "H", "H", "H", "H", "H", "H", "C", "C", "C", "O", "C", "H", "H", "H", "H", "H", "H", "H", "H", "C", "C", "C", "O", "C", "H", "H", "H", "H", "H", "H", "H", "H", "C", "C", "C", "O", "C", "H", "H", "H", "H", "H", "H", "H", "H"], "coordinates": [[3.5999, 2.3958, -0.7136], [0.2083, -1.4041, -0.7235], [-1.0903, -1.2579, -1.0352], [0.4149, -2.3246, 0.2335], [0.9393, -1.6486, -1.8498], [0.8677, 0.2325, -0.0633], [2.2688, 0.0803, 0.3656], [0.8185, 1.2340, -1.1268], [-0.0794, 0.6531, 0.9980], [-0.2279, 6.2392, -0.3270], [-0.8419, 5.2005, 0.5956], [-0.1660, 4.0486, -0.0743], [1.1886, 4.4785, -0.2372], [1.2341, 5.9396, -0.3365], [-0.4496, 7.2302, 0.0692], [-0.6782, 6.2753, -1.3189], [-1.9134, 5.2653, 0.4062], [-0.5539, 5.3254, 1.6394], [-0.6549, 3.7249, -0.9932], [-0.1927, 3.1321, 0.5151], [1.6648, 6.3316, -1.2578], [1.5299, 6.4337, 0.5889], [3.9502, -4.9962, 3.7960], [3.2032, -4.8484, 2.4525], [3.2576, -3.3688, 2.1878], [3.5832, -2.7259, 3.4563], [3.6604, -3.7008, 4.5408], [5.0219, -4.9571, 3.6010], [3.7263, -5.9038, 4.3565], [2.2003, -5.2725, 2.5012], [3.6393, -5.3595, 1.5942], [2.2768, -3.0459, 1.8386], [4.0332, -3.2325, 1.4342], [2.6873, -3.8330, 5.0139], [4.4004, -3.5180, 5.3200], [5.3815, 0.2104, 3.6409], [6.5905, 1.0493, 3.2489], [5.8167, 2.2098, 2.5710], [4.7510, 1.6379, 1.8762], [4.4037, 0.3156, 2.4562], [4.9330, 0.6688, 4.5223], [5.5393, -0.8364, 3.9003], [7.2061, 0.5455, 2.5037], [7.2890, 1.1716, 4.0767], [6.5267, 2.7579, 1.9517], [5.3064, 2.8723, 3.2701], [4.6926, -0.4715, 1.7598], [3.3785, 0.2116, 2.8117], [0.0860, -2.8209, -5.1458], [-1.3493, -2.4674, -5.3750], [-1.3961, -0.9156, -5.1666], [-0.0496, -0.5510, -5.5205], [0.7466, -1.6913, -5.8631], [0.4630, -3.7334, -5.6077], [0.3477, -2.8025, -4.0878], [-1.9871, -2.9495, -4.6341], [-1.6506, -2.8051, -6.3666], [-1.5189, -0.7066, -4.1039], [-2.1884, -0.5150, -5.7990], [1.8032, -1.6027, -5.6106], [0.7572, -1.8126, -6.9463], [-1.6010, -2.8435, 3.3739], [-2.8540, -3.4478, 2.8111], [-2.2363, -4.5191, 1.9228], [-1.1315, -4.9525, 2.6458], [-0.6325, -3.9893, 3.5866], [-1.7384, -2.3304, 4.3257], [-1.0965, -2.1484, 2.7028], [-3.3457, -2.6303, 2.2838], [-3.5375, -3.8379, 3.5652], [-1.8609, -4.1695, 0.9611], [-3.0125, -5.2558, 1.7157], [0.3647, -3.6424, 3.3158], [-0.7623, -4.3116, 4.6197], [0.5207, -6.0452, -1.0449], [0.1959, -5.2775, -2.3302], [-1.3302, -5.2829, -2.2103], [-1.6323, -6.5698, -1.7613], [-0.6404, -7.0060, -0.8854], [0.5332, -5.3571, -0.1996], [1.4953, -6.5137, -1.1822], [0.5401, -5.6912, -3.2781], [0.5881, -4.2662, -2.2222], [-1.7577, -5.2124, -3.2105], [-1.7227, -4.5124, -1.5467], [-0.3091, -8.0059, -1.1655], [-0.9737, -6.9740, 0.1519], [-4.9122, -3.9407, -2.4267], [-4.9864, -2.7421, -1.5446], [-4.4206, -1.5502, -2.2803], [-3.9955, -2.1228, -3.5026], [-4.8160, -3.2701, -3.7676], [-5.8482, -4.4922, -2.3381], [-4.0561, -4.5697, -2.1828], [-4.4858, -2.9342, -0.5956], [-6.0164, -2.5106, -1.2734], [-3.5740, -1.1391, -1.7306], [-5.1378, -0.7475, -2.4518], [-4.3885, -3.8769, -4.5657], [-5.7863, -3.0333, -4.2042], [2.5772, 4.3806, 4.0892], [2.2564, 2.9414, 4.1535], [1.5181, 2.7015, 2.7970], [2.3938, 3.4087, 1.9016], [2.8048, 4.6323, 2.6192], [3.4085, 4.7623, 4.6818], [1.7141, 4.9594, 4.4181], [1.5329, 2.6475, 4.9139], [3.1722, 2.3536, 4.2162], [0.5113, 3.1060, 2.6924], [1.4035, 1.6420, 2.5681], [2.2317, 5.5062, 2.3092], [3.8569, 4.8523, 2.4382], [1.1741, 2.9069, -5.3380], [0.9210, 4.3688, -4.9627], [1.1205, 4.4243, -3.4386], [1.7463, 3.1482, -3.1077], [1.3298, 2.1531, -4.0498], [2.0157, 2.8576, -6.0289], [0.3809, 2.4197, -5.9052], [-0.1117, 4.6565, -5.1595], [1.5274, 5.0599, -5.5481], [0.1768, 4.4104, -2.8934], [1.6687, 5.3049, -3.1039], [0.3942, 1.7594, -3.6528], [2.1498, 1.4417, -4.1484], [-2.9767, 1.7245, 3.5581], [-2.9989, 3.1602, 3.1526], [-2.2065, 3.7121, 4.3666], [-1.3079, 2.6366, 4.8210], [-1.5653, 1.4210, 4.1321], [-3.3316, 1.1301, 2.7162], [-3.6958, 1.5474, 4.3578], [-4.0099, 3.5404, 3.0060], [-2.4084, 3.2804, 2.2443], [-2.8127, 4.0764, 5.1960], [-1.6366, 4.5440, 3.9528], [-1.5900, 0.5800, 4.8251], [-0.8667, 1.2343, 3.3165], [-4.0229, 3.4337, -1.6856], [-3.3977, 2.1109, -1.1777], [-2.5357, 1.6741, -2.3422], [-2.1256, 2.9335, -2.9679], [-2.9500, 4.0001, -2.6287], [-4.2619, 4.1058, -0.8614], [-4.9295, 3.1892, -2.2391], [-4.1214, 1.3374, -0.9208], [-2.7263, 2.3116, -0.3427], [-3.0332, 1.0442, -3.0796], [-1.6365, 1.1755, -1.9804], [-3.4007, 4.3890, -3.5418], [-2.3715, 4.8328, -2.2288]], "homo_ev": [-10.992, -10.992], "s2": 0.75, "spin_multiplicity": 2, "gap_ev": [8.487, 3.178], "total_charge": 1, "lumo_energy_ev": [-2.505, -7.815]}

***

# 2
{"formula": "C45H90Cl3F12N5O5P2", "method": "ωB97M-V/def2-TZVPD", "species": ["C", "C", "C", "C", "C", "C", "N", "O", "C", "C", "C", "H", "H", "H", "H", "H", "H", "H", "H", "H", "H", "H", "H", "H", "H", "H", "H", "H", "H", "C", "C", "C", "C", "C", "C", "N", "O", "C", "C", "C", "H", "H", "H", "H", "H", "H", "H", "H", "H", "H", "H", "H", "H", "H", "H", "H", "H", "H", "C", "C", "C", "C", "C", "C", "N", "O", "C", "C", "C", "H", "H", "H", "H", "H", "H", "H", "H", "H", "H", "H", "H", "H", "H", "H", "H", "H", "H", "C", "C", "C", "C", "C", "C", "N", "O", "C", "C", "C", "H", "H", "H", "H", "H", "H", "H", "H", "H", "H", "H", "H", "H", "H", "H", "H", "H", "H", "C", "C", "C", "C", "C", "C", "N", "O", "C", "C", "C", "H", "H", "H", "H", "H", "H", "H", "H", "H", "H", "H", "H", "H", "H", "H", "H", "H", "H", "Cl", "Cl", "Cl", "P", "F", "F", "F", "F", "F", "F", "P", "F", "F", "F", "F", "F", "F"], "coordinates": [[-4.7782, -1.6735, 0.4413], [-4.1279, -2.8859, -0.1310], [-3.7000, -3.9313, 0.9690], [-3.4063, -5.2719, 0.3262], [-4.5675, -5.8235, -0.4640], [-4.9895, -4.9089, -1.6253], [-4.9196, -3.3751, -1.2771], [-5.5763, -2.7515, -1.8379], [-6.3633, -5.1860, -2.2686], [-3.9456, -5.0906, -2.7538], [-2.9097, -2.4847, -1.0063], [-4.8920, -0.9536, -0.3464], [-4.1536, -1.3251, 1.2968], [-5.7163, -1.9597, 0.9318], [-4.4988, -4.0796, 1.6677], [-2.8868, -3.4757, 1.5598], [-3.1336, -5.9909, 1.1027], [-2.4736, -5.1237, -0.2344], [-5.3502, -5.9072, 0.2351], [-4.2756, -6.7737, -0.8571], [-6.5208, -6.2299, -2.4710], [-6.4097, -4.6250, -3.1903], [-7.1132, -4.7750, -1.5822], [-3.8952, -6.1625, -2.9305], [-2.9229, -4.8586, -2.4855], [-4.2406, -4.5150, -3.6036], [-3.1562, -1.5636, -1.4786], [-2.6367, -3.3227, -1.6243], [-2.0768, -2.3399, -0.3096], [3.6022, -4.7046, 3.4015], [3.6863, -3.1863, 2.9143], [4.6738, -2.3399, 3.7476], [5.3489, -1.1124, 3.0886], [5.7758, -1.4170, 1.6411], [4.6485, -1.9283, 0.7521], [3.9312, -3.0124, 1.3718], [3.6586, -3.9206, 0.7642], [5.1981, -2.3964, -0.6020], [3.7481, -0.7705, 0.5328], [2.2685, -2.5517, 3.0304], [4.5374, -5.2680, 3.1974], [2.7833, -5.2169, 2.9108], [3.5043, -4.6462, 4.4797], [5.5139, -3.0145, 3.9569], [4.1752, -2.0932, 4.6866], [6.1639, -0.8393, 3.7195], [4.7118, -0.1946, 3.1559], [6.6958, -2.0451, 1.5484], [6.0495, -0.4629, 1.1848], [4.4113, -2.7681, -1.2633], [5.8819, -3.2492, -0.5424], [5.7345, -1.5470, -1.0529], [3.2496, -0.4335, 1.4235], [3.0719, -1.1056, -0.2489], [4.4049, -0.0503, 0.0909], [1.4980, -2.8991, 2.3356], [2.3324, -1.4495, 3.0593], [1.8297, -2.7563, 3.9966], [2.6526, 6.3826, 4.7574], [2.7330, 4.8539, 4.4783], [3.6814, 4.3124, 5.4938], [3.0136, 4.1161, 6.8995], [1.7220, 3.3312, 6.8647], [0.7137, 3.8304, 5.8910], [1.3138, 4.3959, 4.6106], [0.7043, 4.3739, 3.7604], [-0.0471, 5.0596, 6.4837], [-0.2929, 2.7275, 5.4352], [3.0773, 4.7369, 2.9628], [3.6236, 6.7815, 4.7811], [2.2338, 6.5302, 5.7601], [1.9271, 6.7998, 4.0633], [4.5904, 4.8942, 5.5132], [3.9021, 3.3029, 5.1108], [2.9307, 5.0526, 7.4352], [3.7556, 3.5269, 7.4745], [1.2244, 3.2132, 7.8199], [2.0412, 2.4248, 6.3807], [-0.4408, 5.7411, 5.7468], [0.6893, 5.6381, 7.0966], [-0.8166, 4.7103, 7.1684], [-0.7552, 2.2541, 6.3148], [0.2656, 1.9200, 4.8840], [-1.0928, 3.0368, 4.7257], [3.0199, 3.7326, 2.5733], [4.0699, 5.1447, 2.8742], [2.3851, 5.3850, 2.4128], [-1.5414, 4.5804, 1.2536], [-1.3720, 3.3648, 0.3342], [-0.3798, 3.6517, -0.7870], [0.0589, 2.4578, -1.6507], [0.6350, 1.3647, -0.6828], [-0.2324, 0.9902, 0.5315], [-0.8013, 2.2313, 1.0781], [-0.7368, 2.3300, 2.4033], [0.5720, 0.2061, 1.6190], [-1.4162, 0.1706, -0.0202], [-2.7754, 3.0407, -0.2557], [-0.6374, 4.9350, 1.7664], [-2.3907, 4.3952, 1.9366], [-1.6713, 5.4460, 0.5923], [0.5631, 4.0561, -0.4264], [-0.9013, 4.3822, -1.3921], [0.8207, 2.9739, -2.3014], [-0.7061, 2.0037, -2.3037], [1.5801, 1.6900, -0.3297], [0.7279, 0.4116, -1.2544], [1.0678, -0.6024, 1.0096], [-0.1265, -0.2874, 2.3219], [1.2846, 0.7872, 2.1855], [-2.3200, 0.2693, 0.6304], [-1.0644, -0.8757, 0.0174], [-1.6579, 0.3887, -1.0965], [-3.4970, 2.8363, 0.4876], [-2.7132, 2.2216, -0.9660], [-3.0629, 3.9129, -0.8579], [-0.4726, -0.5768, -4.3158], [-1.1725, -0.0203, -5.5815], [-0.1997, -0.2154, -6.7483], [-0.2211, -1.6906, -7.2059], [-1.5879, -2.1852, -7.6049], [-2.6931, -2.0709, -6.5156], [-2.5088, -0.7143, -5.9743], [-3.4840, 0.0823, -6.1917], [-2.3488, -3.0034, -5.3528], [-4.0092, -2.3451, -7.1887], [-1.5605, 1.4126, -5.3987], [0.1063, -1.4827, -4.3637], [-1.2714, -0.8109, -3.5934], [0.2334, 0.1782, -3.8923], [0.8010, 0.1186, -6.4533], [-0.5222, 0.3452, -7.6374], [0.3378, -2.2655, -6.4901], [0.3167, -1.7413, -8.1364], [-1.5956, -3.2269, -7.8587], [-1.8855, -1.6291, -8.4746], [-3.1232, -2.9599, -4.6091], [-1.3693, -2.8585, -4.9878], [-2.3901, -3.9709, -5.7913], [-4.3465, -1.4808, -7.7879], [-4.7377, -2.6006, -6.4146], [-4.0308, -3.1819, -7.8944], [-2.2980, 1.5059, -4.5737], [-1.9956, 1.8653, -6.3439], [-0.6434, 1.9413, -5.1628], [-3.0140, 1.8784, 3.1548], [3.0336, 1.3317, 4.1183], [-4.2258, -0.2034, -3.0730], [2.4871, 6.4536, -0.6967], [1.7380, 6.8442, 0.6483], [1.0292, 6.3596, -1.4359], [2.6176, 8.0006, -1.0900], [3.1512, 5.9471, -2.0557], [3.9448, 6.5139, 0.0122], [2.2999, 4.9309, -0.2593], [1.1523, -3.0397, -1.9763], [-0.0494, -1.9392, -1.7839], [0.6387, -3.3358, -3.4554], [2.2018, -1.8681, -2.5082], [2.3361, -4.1565, -2.1575], [1.5887, -2.7550, -0.4219], [0.1584, -4.1785, -1.4254]], "homo_ev": -7.738, "gap_ev": 4.851, "lumo_energy_ev": -2.887}